Formula: Be2N7O29P2Zr
Source: the Open Molecules 2025 dataset
Level of theory: the ωB97M-V functional and the def2-TZVPD basis

Results
maximum force	14.0	eV Å⁻¹
frontier orbital gap	0.0657	Eh
spin multiplicity	1
HOMO level	3.6	eV
charge	-5
E_LUMO	5.35	eV
total energy	-90434.8595	eV

Atoms and positions in Å:
Zr  10.750  9.042  5.078
P  10.625  5.941  6.221
P  12.702  11.307  4.562
O  15.578  10.652  9.074
O  6.684  9.308  8.598
O  9.864  4.614  6.191
O  13.694  12.019  8.844
O  11.907  7.992  11.352
O  12.908  9.656  4.387
O  15.012  12.252  7.497
O  10.829  14.033  6.887
O  13.273  11.461  12.521
O  12.681  11.809  6.115
O  4.845  10.535  8.883
O  10.800  15.483  5.640
O  7.515  11.729  5.510
O  10.400  7.031  4.448
O  4.796  8.631  7.927
O  8.751  9.979  5.123
O  7.660  12.816  12.469
O  8.383  14.006  10.847
O  8.799  11.232  7.088
O  11.188  9.628  9.882
O  11.895  12.614  11.232
O  11.121  11.171  3.886
O  12.171  6.259  6.117
O  9.436  6.774  7.284
O  13.160  14.483  6.117
O  12.764  13.446  12.980
O  9.793  7.948  10.025
O  8.117  14.958  12.636
O  11.176  9.199  6.984
N  12.665  12.529  12.181
N  8.394  11.002  5.967
N  8.102  13.886  12.031
N  11.135  8.616  10.487
N  11.495  14.700  6.356
N  5.510  9.599  8.341
N  14.732  11.629  8.527
Be  9.506  7.680  8.513
Be  13.289  12.932  6.642

---

Formula: BeCl4
Source: the Open Molecules 2025 dataset
Level of theory: the ωB97M-V functional and the def2-TZVPD basis

Results
maximum force	2.8	eV Å⁻¹
frontier orbital gap	0.2770	Eh
spin multiplicity	1
HOMO level	-2.4	eV
charge	-2
E_LUMO	5.19	eV
total energy	-50494.2011	eV

Atoms and positions in Å:
Cl  -13.876  -3.428  -7.553
Cl  -12.744  -0.072  -10.213
Cl  -13.255  -3.671  -11.780
Cl  -16.556  -0.722  -8.492
Be  -14.638  -2.125  -9.919

---

Formula: BeH16O8
Source: the Open Molecules 2025 dataset
Level of theory: the ωB97M-V functional and the def2-TZVPD basis

Results
maximum force	2.3	eV Å⁻¹
frontier orbital gap (spin up / spin down)	0.3053 / 0.1128	Eh
spin multiplicity	2
HOMO level (spin up / spin down)	-22.2 / -22.2	eV
charge	+3
E_LUMO (spin up / spin down)	-13.94 / -19.09	eV
total energy	-17004.7631	eV

Atoms and positions in Å:
O  -0.616  -1.965  1.042
O  -0.712  1.741  -2.107
O  0.407  -1.773  -1.798
O  -1.697  1.666  1.303
O  -2.284  -0.849  -1.059
O  2.480  -0.472  0.294
O  0.371  0.282  2.754
O  1.901  2.002  -0.932
Be  -0.103  0.251  -0.116
H  1.986  2.732  -1.546
H  -1.358  2.246  1.985
H  0.011  -2.063  -2.620
H  -0.899  -2.844  0.789
H  -1.582  2.018  -2.396
H  2.605  -1.161  0.947
H  3.318  -0.009  0.270
H  1.044  -2.454  -1.585
H  -2.307  -1.642  -1.596
H  -0.142  1.926  -2.853
H  0.107  1.041  3.273
H  -2.973  -0.980  -0.408
H  0.521  -0.409  3.399
H  -0.701  -1.951  1.995
H  -2.173  0.986  1.780
H  2.795  1.682  -0.815

---

Formula: Br2ClFSi
Source: the Open Molecules 2025 dataset
Level of theory: the ωB97M-V functional and the def2-TZVPD basis

Results
maximum force	4.8	eV Å⁻¹
frontier orbital gap	0.4124	Eh
spin multiplicity	1
HOMO level	-11.4	eV
E_LUMO	-0.15	eV
SMILES	F[Si](Cl)(Br)Br
total energy	-163207.2252	eV

Atoms and positions in Å:
Br  2.368  -1.000  0.044
Br  0.945  2.235  0.168
Cl  -0.687  -0.512  1.701
Si  0.502  0.110  0.244
F  -0.773  -0.086  -1.170